Entry 1:
# C28H20I3IrN5O

A structure of composition C28H20I3IrN5O at a distorted geometry (ωB97M-V/def2-TZVPD, the Open Molecules 2025 dataset).

HOMO level: -0.3610 Ha
Total charge: +1
Relative energy (zero: lowest compared OMol25 entry of this formula, charge and spin): 76.3 kJ/mol
Orbital gap: 5.934 eV

```
58
C28H20I3IrN5O, DFT ωB97M-V/def2-TZVPD
H -1.329 4.646 1.674
H -5.159 0.133 1.719
C 0.849 -2.565 -0.374
H -2.290 -0.042 -4.839
C -0.619 5.256 1.122
N 0.311 -7.322 -0.014
H -6.236 -0.046 -0.497
H -2.158 -2.322 0.875
H -1.681 -0.118 3.224
H 5.378 -0.019 3.118
C 3.484 0.000 4.098
C 1.035 -3.926 -0.418
I 4.404 -0.011 5.981
C 4.305 -0.001 2.987
H 1.626 -1.896 -0.719
H 1.770 5.457 -0.449
C -2.258 0.001 -2.711
H -4.761 -0.061 -4.966
C -1.162 -4.173 0.486
C -2.876 -0.030 -3.930
C 2.371 0.050 1.496
C -3.161 0.164 0.906
N -0.276 -1.990 0.094
H -2.724 0.270 1.891
C 1.169 -0.016 5.034
Ir -0.320 0.051 0.126
I -0.128 0.048 -2.748
C -4.562 0.102 0.817
C -5.008 -0.048 -2.846
C -1.258 -2.802 0.515
H -1.987 -4.785 0.820
I 4.953 0.009 -0.003
H 1.516 -0.010 6.057
H 1.122 4.374 -1.694
H -0.902 -0.074 5.575
C -2.336 0.088 -0.195
H 0.142 5.626 1.811
C 1.533 0.006 2.650
C -0.627 -0.068 3.453
C 0.171 -6.182 -0.003
C 0.011 -4.768 0.020
C -4.377 -0.013 -1.581
H -1.146 6.103 0.684
O 1.864 0.108 0.323
C 2.077 -0.002 3.965
H -6.089 -0.074 -2.882
H 0.336 5.930 -1.381
C -0.136 3.161 0.099
C -4.277 -0.048 -4.000
N -0.017 4.454 0.059
C -5.158 0.003 -0.406
N -0.302 2.021 0.147
C 0.857 5.091 -0.921
C 3.765 0.021 1.711
C -2.951 0.020 -1.481
H 1.961 -4.335 -0.794
N 0.196 -0.029 2.416
C -0.185 -0.052 4.768
```

Here are the Löwdin charges for atoms 1 to 6, given in e: number 1, H, carries 0.10; number 2, H, carries 0.11; number 3, C, carries -0.12; number 4, H, carries 0.10; number 5, C, carries -0.01; number 6, N, carries 0.20

***

Entry 2:
# C27H36BF9INO13S3

A cluster of 3 separate species, C27H36BF9INO13S3 in total at a distorted geometry (ωB97M-V/def2-TZVPD, the Open Molecules 2025 dataset).

HOMO level: -0.3309 Ha
Orbital gap: 5.956 eV

```
91
C27H36BF9INO13S3, DFT ωB97M-V/def2-TZVPD
H 5.416 -2.547 5.706
H -8.839 4.834 -0.034
O -6.463 2.656 -0.122
C 3.268 -2.446 1.567
O 0.588 -0.975 3.462
H -10.181 3.736 1.693
H 0.020 -3.458 1.403
H 2.609 -4.854 0.181
O 6.940 -2.514 1.122
C 4.376 -1.377 -0.561
C 3.328 -5.731 0.382
H -6.397 5.475 -3.060
O -4.595 7.470 -3.491
H 4.798 -0.993 -3.671
C -1.979 -0.396 -0.033
H 6.606 -1.593 -1.179
H -3.887 4.610 -0.328
H 4.271 -4.199 2.701
C -4.634 4.391 -2.335
O 4.889 -4.695 -1.595
H -2.501 6.460 -2.298
F -0.617 -0.231 -2.030
H 6.534 -2.323 -4.900
O 3.813 1.547 -2.134
H 5.073 -4.276 4.938
C 6.702 -2.145 -3.784
H 0.129 -1.429 4.214
F -2.819 -1.414 -0.638
B 0.812 -1.889 2.382
S -7.871 2.667 0.222
N 1.898 -0.593 0.183
F -1.912 2.156 -0.175
O -8.890 2.191 -0.684
C 2.014 -1.568 1.293
O 7.799 -4.358 -4.110
F 0.796 1.368 -0.831
I 2.117 -3.064 5.743
O 6.054 -4.608 0.832
S 5.027 -5.377 -0.262
H -5.030 3.398 -2.114
C 3.643 -2.713 4.235
C 3.102 0.371 -2.062
C 5.610 -1.237 -1.607
H -7.172 1.372 2.098
H 5.875 -2.981 3.893
H 8.640 -2.875 -2.892
F -3.858 1.092 0.425
H 2.861 -6.642 -0.162
C 7.583 -3.307 -3.110
H -2.990 6.770 -0.608
C -8.099 1.867 1.806
C -0.522 -0.642 -0.646
H 4.548 -2.713 -3.080
H 2.451 -4.191 2.872
H -7.583 3.377 3.262
H 3.290 -5.935 1.511
C -9.184 4.074 1.995
O -5.375 7.830 -1.110
C 0.682 0.224 0.010
C -8.318 4.307 0.765
C 5.897 -3.182 0.853
C 3.359 -3.487 2.815
F -2.079 -0.681 1.379
C -5.709 5.462 -2.215
O 5.658 -6.737 -0.539
H 7.844 -5.200 -3.602
C 4.544 -2.370 0.640
H -6.262 5.358 -1.279
H -9.301 4.987 2.582
C -2.683 0.994 -0.426
C -3.271 6.287 -1.545
F -0.277 -2.044 -0.705
O 2.465 -0.095 -3.080
C 3.043 -0.527 -0.739
O -0.056 -3.037 2.296
H 5.726 -0.090 -1.759
H -4.232 4.377 -3.353
C -8.485 2.971 2.792
H -8.897 1.129 1.700
C 5.295 -1.849 -3.064
H -2.633 4.205 -1.500
H -7.397 4.835 1.026
C -3.541 4.793 -1.351
S -4.802 6.995 -2.143
H -9.123 2.582 3.589
H 7.189 -3.694 -2.108
C 5.126 -3.130 4.768
H 7.324 -1.168 -3.689
F 0.275 0.915 1.224
F -3.182 1.042 -1.757
H 3.740 -1.595 3.938
```

Here are the Löwdin charges for atoms 1 to 6, given in e: number 1, H, carries 0.08; number 2, H, carries 0.11; number 3, O, carries -0.34; number 4, C, carries -0.03; number 5, O, carries 0.07; number 6, H, carries 0.12

***

Entry 3:
# C7H15N2O3S

A cluster of 2 separate species, C7H15N2O3S in total at a distorted geometry (ωB97M-V/def2-TZVPD, the Open Molecules 2025 dataset).

2S+1: 3
HOMO level (spin up / spin down): -0.4522 / -0.4898 Ha
Total charge: +1
Relative energy (zero: lowest compared OMol25 entry of this formula, charge and spin): 0.0 kJ/mol
Orbital gap (spin up / spin down): 8.339 / 5.183 eV
Expectation value of S²: 2.012

```
28
C7H15N2O3S, DFT ωB97M-V/def2-TZVPD
H 1.142 -2.787 -3.453
S 0.065 -0.419 -1.665
H -1.272 2.740 2.787
C 0.221 -0.065 0.231
O -1.284 -0.849 -2.002
H -0.372 4.058 2.051
H 1.498 1.205 -2.585
O 1.240 -2.074 0.985
H 0.904 2.000 1.473
H 2.853 -2.014 -3.776
H 1.214 0.278 0.273
C 2.067 -2.322 -3.079
C -0.902 -2.745 2.622
H -0.026 -3.394 2.473
H -1.760 3.509 1.223
C -0.689 1.043 0.716
H -0.213 1.950 -2.137
N -0.005 2.218 1.088
O -1.893 0.901 0.903
C 0.339 1.180 -2.522
C -0.929 3.156 1.905
H -0.957 -2.361 3.665
H -0.047 0.870 -3.595
N -0.743 -1.634 1.773
H -1.610 -1.118 1.692
H -1.816 -3.248 2.432
C 0.285 -1.342 1.002
H 2.098 -2.145 -1.963
```

Here are the Löwdin charges for atoms 1 to 6, given in e: number 1, H, carries 0.00; number 2, S, carries 1.09; number 3, H, carries 0.06; number 4, C, carries -0.17; number 5, O, carries -0.26; number 6, H, carries 0.08